Here is a structure of composition C6H10N2 at a distorted geometry from the Open Molecules 2025 dataset. Energies are from ωB97M-V/def2-TZVPD.

Geometry as XYZ:
```
18
Properties=species:S:1:pos:R:3:lowdin_charge:R:1
C 1.06 0.10 -0.84 -0.4174
C 2.38 0.73 -0.46 -0.0764
N 1.13 -1.24 -1.19 0.0165
C -0.01 0.34 0.48 -0.1427
C -0.02 0.93 1.55 0.1144
H 0.54 0.67 -1.62 0.1280
H 1.71 -1.76 -0.53 0.0861
H 0.14 -1.69 -1.16 0.0255
H 2.25 1.78 -0.19 0.0768
H 2.82 0.21 0.38 0.0812
H 3.07 0.68 -1.31 0.0797
H -0.09 1.37 2.51 0.0360
C -2.78 -0.04 0.62 -0.0662
C -1.64 -0.81 0.09 -0.3382
N -1.38 -1.74 -0.59 0.1477
H -2.72 -0.01 1.71 0.0812
H -2.74 0.99 0.26 0.0845
H -3.72 -0.50 0.30 0.0832
```

Results
Molecular weight in Da: 110.16
Net charge: 0
HOMO energy in hartree: -0.33484
E in eV: -9360.17674
Maximum force in eV/A: 3.34
Kohn-Sham gap in hartree: 0.3440
Spin multiplicity: 1